A cluster of 2 separate species, C11H13PS in total in a non-equilibrium geometry, computed with ωB97M-V/def2-TZVPD.

Cartesian coordinates (Å):
1 C -1.548 -3.176 0.140
2 C -0.230 -3.356 -0.153
3 C -2.169 -1.966 0.092
4 C 0.551 -2.266 -0.427
5 C -1.375 -0.881 -0.106
6 C -0.039 -1.005 -0.429
7 C -0.096 2.465 0.216
8 C 0.534 1.445 0.812
9 C -0.082 2.581 -1.292
10 C 0.706 1.480 -1.936
11 C 0.713 1.175 2.161
12 P 1.181 0.361 -0.518
13 S 3.931 0.196 0.785
14 H -2.198 -4.127 0.185
15 H 0.349 -4.218 -0.050
16 H -3.254 -1.801 0.182
17 H 1.587 -2.312 -0.360
18 H -1.705 0.081 0.243
19 H -0.447 3.249 0.805
20 H -1.070 2.571 -1.802
21 H 0.399 3.562 -1.388
22 H 0.435 0.741 -2.654
23 H 1.716 1.841 -2.213
24 H -0.268 1.595 2.710
25 H 1.582 1.679 2.629
26 H 0.796 0.083 2.367

Its molecular weight is 208.3 g mol⁻¹. As for the energy above the lowest of the compared OMol25 structures with the same formula, charge and spin: 323.3 kJ/mol. The charge is 0. For the HOMO energy (spin up / spin down), the calculation gives -8.384 / -8.275 eV. The largest force on an atom comes out at 0.1053 hartree/bohr. Its total energy is -31737.3181 eV. As for the frontier orbital gap (spin up / spin down): 6.8 / 6.8 eV.